Record 1
Here is C6H4Br2N2O in the gas phase in a non-equilibrium geometry from the Open Molecules 2025 dataset. Energies are from ωB97M-V/def2-TZVPD.

```
15
Properties=species:S:1:pos:R:3:lowdin_charge:R:1
C -0.962 2.223 0.206 -0.154
C 0.492 -0.681 -2.119 -0.140
C 1.198 -0.378 -1.022 -0.653
C -0.948 -0.320 -1.987 -0.780
C 0.766 0.378 0.161 -0.137
C -0.710 0.789 0.210 -0.421
N -0.951 3.340 0.334 0.199
N -1.546 0.288 -1.041 0.063
O -1.435 0.167 1.314 0.019
Br 2.989 -1.024 -0.930 0.773
Br -2.123 -0.588 -3.420 0.772
H 0.912 -1.270 -2.979 0.121
H 0.667 -0.332 0.967 0.130
H 1.311 1.164 0.571 0.114
H -1.949 0.816 1.791 0.094
```

Summary:
- structure (SMILES) = N#C[C@]1(O)CC(Br)=CC(Br)=N1
- Kohn-Sham gap (eV) = 9.5



Record 2
Here is 5 unconnected molecules or ions with the total composition C28H33BBrN7O5P in a non-equilibrium geometry from the Open Molecules 2025 dataset. Energies are from ωB97M-V/def2-TZVPD.

```
76
Properties=species:S:1:pos:R:3:lowdin_charge:R:1
N -4.148 -0.065 -1.652 0.124
B -3.745 0.149 -0.251 -0.719
O -4.789 0.287 0.664 0.024
P -1.833 0.190 0.281 0.476
Br -2.395 -0.875 2.392 0.271
C -1.912 1.939 1.024 -0.289
C -1.520 2.063 2.485 -0.239
O -1.013 3.472 2.675 -0.056
C -0.008 3.475 3.543 -0.397
O -0.111 3.348 4.725 0.073
O -0.079 0.021 0.809 -0.345
N 0.696 1.072 0.545 -0.139
O 1.746 1.030 1.115 -0.033
C -1.339 0.803 -1.460 -0.378
C -0.509 -0.012 -2.228 -0.085
C -0.180 0.362 -3.516 -0.093
C -0.693 1.552 -4.006 -0.087
C -1.520 2.294 -3.172 -0.160
N -1.845 1.949 -1.928 0.069
H -3.510 -0.686 -2.134 0.026
H -4.249 0.798 -2.166 0.062
H -5.385 0.962 0.318 0.087
H -1.669 -1.161 -0.215 -0.002
H -2.937 2.295 0.964 0.080
H -1.303 2.659 0.491 0.075
H -2.357 1.959 3.156 0.096
H -0.698 1.405 2.739 0.063
H 0.979 3.610 3.081 0.145
H -0.127 -0.943 -1.842 0.098
H 0.464 -0.245 -4.133 0.083
H -0.478 1.920 -4.995 0.087
H -1.940 3.219 -3.550 0.093
N -4.405 -2.704 -3.712 0.066
C -4.109 -3.460 -2.657 -0.135
C -4.475 -4.794 -2.543 -0.063
C -5.189 -5.371 -3.580 -0.088
C -5.507 -4.596 -4.684 -0.084
C -5.091 -3.273 -4.699 -0.167
H -3.554 -2.971 -1.864 0.102
H -4.206 -5.360 -1.663 0.103
H -5.495 -6.409 -3.528 0.101
H -6.066 -5.006 -5.515 0.095
H -5.318 -2.632 -5.544 0.100
N -0.101 -2.756 -4.969 0.065
C 0.655 -3.742 -5.446 -0.153
C 0.312 -4.507 -6.550 -0.082
C -0.886 -4.234 -7.192 -0.089
C -1.686 -3.214 -6.705 -0.074
C -1.248 -2.505 -5.595 -0.148
H 1.581 -3.924 -4.911 0.103
H 0.966 -5.296 -6.896 0.096
H -1.192 -4.810 -8.056 0.101
H -2.630 -2.969 -7.172 0.097
H -1.843 -1.698 -5.179 0.099
N 3.929 0.335 6.678 0.037
C 2.819 1.070 6.746 -0.151
C 2.032 1.389 5.647 -0.050
C 2.421 0.914 4.406 -0.063
C 3.573 0.148 4.313 -0.069
C 4.286 -0.110 5.474 -0.197
H 2.552 1.422 7.737 0.099
H 1.139 1.988 5.758 0.077
H 1.840 1.128 3.519 0.076
H 3.908 -0.241 3.361 0.106
H 5.191 -0.710 5.446 0.100
N 7.257 5.038 4.485 0.042
C 6.149 4.455 4.031 -0.155
C 5.662 3.246 4.507 -0.055
C 6.368 2.603 5.510 -0.068
C 7.524 3.196 5.994 -0.075
C 7.922 4.408 5.451 -0.173
H 5.626 4.989 3.245 0.102
H 4.754 2.819 4.103 0.094
H 6.023 1.662 5.909 0.075
H 8.105 2.729 6.778 0.097
H 8.819 4.905 5.804 0.096
```

Summary:
- Kohn-Sham gap (eV) = 7.3
- net charge = -1



Record 3
Here is a molecular structure, C47H65HfN3O5S from the Open Molecules 2025 dataset. Energies are from ωB97M-V/def2-TZVPD.

```
122
Properties=species:S:1:pos:R:3:lowdin_charge:R:1
Hf 1.652 2.252 -0.289 1.671
C 0.976 4.834 1.927 0.014
O 0.987 3.493 1.384 -0.317
C -0.091 2.652 1.807 -0.217
C -1.342 2.791 1.199 -0.114
C -1.659 3.656 -0.010 -0.052
C -2.052 2.723 -1.133 -0.138
C -3.373 2.340 -1.351 0.025
C -3.701 1.304 -2.215 -0.146
C -2.653 0.662 -2.878 0.031
C -1.328 1.037 -2.721 -0.144
C -0.237 0.407 -3.548 -0.048
C 0.733 -0.645 -3.010 -0.100
C 1.199 -1.565 -3.942 0.029
C 2.210 -2.485 -3.672 -0.138
C 2.812 -2.424 -2.424 0.040
C 2.393 -1.534 -1.436 -0.119
C 3.248 -1.450 -0.175 -0.050
C 2.632 -1.311 1.194 -0.147
C 2.372 -2.432 1.981 0.038
C 1.893 -2.332 3.282 -0.146
C 1.670 -1.051 3.792 0.024
C 1.899 0.087 3.037 -0.136
C 1.484 1.467 3.493 -0.050
C 0.134 1.762 2.871 -0.117
C -0.943 1.011 3.306 0.037
C -2.214 1.112 2.740 -0.126
C -2.380 2.006 1.695 0.048
C -3.335 0.204 3.227 -0.542
C -2.929 -1.248 2.922 -0.023
C -3.522 0.386 4.739 -0.027
C -4.662 0.496 2.525 -0.049
C 2.394 -0.057 1.741 -0.264
O 2.602 1.075 1.012 -0.260
C 1.608 -3.552 4.155 -0.556
C 2.476 -3.482 5.420 -0.036
C 0.124 -3.553 4.550 -0.044
C 1.912 -4.864 3.431 -0.060
C 1.314 -0.696 -1.735 -0.215
O 0.820 0.132 -0.707 -0.242
C -0.276 -0.488 0.020 0.042
C 2.628 -3.485 -4.744 -0.556
C 3.143 -2.721 -5.973 -0.036
C 3.732 -4.425 -4.258 -0.059
C 1.409 -4.333 -5.137 -0.034
C -1.047 2.092 -1.853 -0.265
O 0.245 2.482 -1.668 -0.304
C -5.139 0.846 -2.449 -0.556
C -5.270 -0.627 -2.035 -0.037
C -5.483 0.992 -3.939 -0.036
C -6.144 1.665 -1.639 -0.057
H 0.843 4.764 3.005 0.120
H 0.168 5.408 1.478 0.107
H 1.939 5.280 1.692 0.084
H -0.822 4.292 -0.302 0.097
H -2.495 4.309 0.244 0.142
H -4.154 2.861 -0.813 0.114
H -2.878 -0.148 -3.563 0.124
H 0.384 1.219 -3.946 0.134
H -0.713 -0.045 -4.418 0.123
H 0.750 -1.554 -4.927 0.123
H 3.633 -3.086 -2.190 0.114
H 3.949 -0.618 -0.309 0.125
H 3.865 -2.349 -0.168 0.126
H 2.570 -3.406 1.555 0.117
H 1.300 -0.937 4.804 0.122
H 2.228 2.215 3.221 0.114
H 1.378 1.484 4.578 0.138
H -0.771 0.299 4.103 0.124
H -3.344 2.098 1.218 0.108
H -1.995 -1.520 3.416 0.067
H -2.807 -1.398 1.846 0.088
H -3.705 -1.930 3.270 0.099
H -2.621 0.127 5.297 0.080
H -4.324 -0.263 5.092 0.096
H -3.790 1.416 4.978 0.097
H -4.595 0.335 1.447 0.071
H -4.998 1.519 2.708 0.098
H -5.429 -0.176 2.909 0.098
H 2.266 -2.587 6.006 0.079
H 3.536 -3.479 5.163 0.095
H 2.283 -4.347 6.055 0.093
H -0.144 -2.661 5.119 0.074
H -0.095 -4.419 5.176 0.093
H -0.513 -3.604 3.665 0.084
H 2.965 -4.938 3.154 0.091
H 1.303 -4.982 2.533 0.088
H 1.688 -5.702 4.091 0.093
H 0.071 -1.418 0.468 0.114
H -1.103 -0.663 -0.668 0.113
H -0.584 0.204 0.799 0.080
H 4.008 -2.107 -5.717 0.091
H 2.376 -2.073 -6.399 0.080
H 3.446 -3.427 -6.746 0.094
H 4.648 -3.884 -4.012 0.089
H 3.975 -5.134 -5.048 0.094
H 3.418 -5.001 -3.386 0.092
H 0.601 -3.723 -5.541 0.081
H 1.025 -4.884 -4.278 0.095
H 1.694 -5.054 -5.904 0.094
H -4.612 -1.272 -2.617 0.080
H -6.294 -0.969 -2.191 0.093
H -5.027 -0.757 -0.977 0.078
H -4.827 0.387 -4.566 0.080
H -5.395 2.031 -4.258 0.095
H -6.507 0.665 -4.119 0.092
H -5.979 1.562 -0.564 0.077
H -7.153 1.310 -1.849 0.094
H -6.108 2.724 -1.900 0.092
N 3.941 3.151 0.240 -0.023
N 4.235 4.520 0.168 -0.039
C 3.529 5.289 -0.690 -0.799
N 3.940 6.534 -0.879 0.147
S 2.133 4.711 -1.457 0.771
H 4.057 2.814 1.193 0.119
H 4.566 2.619 -0.364 0.120
H 5.153 4.815 0.475 0.170
H 4.783 6.906 -0.468 0.134
H 3.412 7.133 -1.494 0.122
O 3.034 1.587 -1.969 -0.083
H 2.861 2.083 -2.787 0.101
H 2.909 0.636 -2.189 0.086
```

Summary:
- relative energy (zero: lowest compared OMol25 entry of this formula, charge and spin) (eV) = 0.183
- Kohn-Sham gap (eV) = 7.7
- net charge = +2